1.
12
Properties=species:S:1:pos:R:3 method="wB97M-V/def2-TZVPD" homo_lumo_gap_ev="7.99 / 6.43" de_lowest_ev=5.293 total_charge=0
C 0.02939 -0.72035 0.95077
C -0.29292 -1.04952 2.24168
C 0.85414 0.37154 -1.61093
C -0.00790 1.49584 -2.00864
N 0.32434 -0.28548 -0.17113
N -0.04821 -2.19066 2.76766
H -0.83435 -0.21825 2.72805
H 1.01374 -0.49125 -2.23352
H -1.03204 1.19410 -2.25473
H 0.43685 1.93514 -2.90152
H -0.04796 2.25278 -1.22695
H -0.39510 -2.29388 3.71926

2.
9
Properties=species:S:1:pos:R:3 method="wB97M-V/def2-TZVPD" homo_lumo_gap_ev=9.53 de_lowest_ev=4.479 total_charge=0
C 0.32740 -0.14113 -1.49257
C -0.07065 0.34324 -0.02051
C -0.21678 -0.29873 1.27451
N 0.25275 1.05777 -1.84902
N -0.23654 1.56234 -0.48810
H 0.74634 -0.98064 -1.94741
H 0.62870 -0.63007 1.76272
H -0.69968 -1.29079 0.91683
H -0.73154 0.37802 1.84355

3.
25
Properties=species:S:1:pos:R:3 method="wB97M-V/def2-TZVPD" homo_lumo_gap_ev="6.24 / 7.24" total_charge=0 spin_multiplicity=3 s_squared=2.04
C 2.78857 -2.37710 0.88400
C 2.53724 -1.01628 0.89709
C 2.18510 -3.10621 -0.15370
C 1.71032 -0.65274 -0.19052
C -1.09648 0.05229 1.09548
C -0.29599 1.13818 0.56960
C -1.59557 0.84508 -0.06519
C -1.84187 0.34662 -1.52487
C -2.74087 1.87475 0.11676
C 1.49738 0.68069 -0.66643
S 1.21749 -1.99947 -1.03070
Br 2.75852 1.90036 0.10687
H 3.51386 -2.80461 1.60893
H 2.94019 -0.36564 1.63105
H 2.17182 -4.21882 -0.26002
H -0.73600 -0.92982 0.90123
H -1.45856 0.29875 2.02623
H 0.12638 2.02502 1.02678
H -1.42984 1.11983 -2.23036
H -2.93889 0.19409 -1.73742
H -1.25009 -0.55927 -1.70062
H -2.55401 2.63407 -0.59066
H -2.83820 2.27501 1.09046
H -3.72056 1.51634 -0.28291
H 1.05007 1.12889 -1.52109

4.
52
Properties=species:S:1:pos:R:3 method="wB97M-V/def2-TZVPD" homo_lumo_gap_ev="6.38 / 6.56" de_lowest_ev=12.743 total_charge=0 spin_multiplicity=6 s_squared=8.95
C 0.72270 -1.51920 1.69120
C -0.68610 -1.58160 1.64010
C -1.04900 -2.10830 0.38660
H -1.36280 -1.27810 2.41970
C 0.13080 -2.37210 -0.33380
C 1.22780 -2.00080 0.46760
H 2.26500 -2.09300 0.20180
H 1.31370 -1.15850 2.51420
H -2.05600 -2.24570 0.02850
H 0.19410 -2.74430 -1.34090
C -1.12770 2.12760 0.20680
C -1.05720 1.53630 1.48510
C 0.30350 1.49860 1.86870
H -1.89540 1.21860 2.08150
C 1.06870 2.00340 0.80610
C 0.17650 2.39730 -0.22120
H 0.46050 2.76630 -1.19130
H -2.02100 2.25040 -0.38080
H 0.68540 1.11920 2.79960
H 2.14020 2.09110 0.77840
Fe 0.00000 0.00000 0.00000
O -0.78630 0.06380 -1.66350
C -1.10930 -0.76930 -2.73590
C 0.03930 -0.94860 -3.65980
H -1.46750 -1.74240 -2.37280
H -1.96300 -0.32570 -3.27380
H 0.77170 -1.68090 -3.34750
H 0.95310 -2.01220 -5.90850
C 0.72590 -0.95800 -6.00410
C 0.23100 -0.26520 -4.86830
C -0.05510 1.11560 -5.03060
H -0.42690 1.68800 -4.19220
C 0.13980 1.74430 -6.24170
H -0.08570 2.79870 -6.33770
C 0.62300 1.03860 -7.34090
H 0.77180 1.53900 -8.28790
C 0.91390 -0.31860 -7.20820
H 1.29040 -0.87410 -8.05730
C -1.05480 0.95650 4.23030
C 0.00000 0.00000 3.42000
C 1.47860 0.10880 4.38620
C -0.37440 -1.36740 4.32920
O 0.00000 0.00000 2.00000
H -0.92260 0.89300 5.33230
H -2.11160 0.65340 4.06320
H -0.93280 2.04460 4.03750
H 1.27730 0.19320 5.47690
H 2.19240 -0.73950 4.29030
H 2.09600 1.02210 4.20990
H -1.43750 -1.70550 4.32590
H 0.25980 -2.25300 4.10540
H -0.27670 -1.24200 5.43190